34
Properties=species:S:1:pos:R:3 method="wB97M-V/def2-TZVPD" energy_ha=-1672.12777 molar_mass_g_mol=396.87 charge=-1 spin_multiplicity=1
I 4.256 -0.504 1.248
P 0.369 -0.308 0.563
Al 2.068 0.864 1.684
O 1.520 4.054 -0.868
O 1.669 0.767 3.489
O -2.176 -1.674 -1.322
O 0.932 2.905 4.332
O -1.052 0.591 0.453
O -0.677 1.397 3.462
O 0.854 -0.727 -1.033
C -2.566 -3.007 -1.632
C 0.923 2.623 -1.060
C -2.642 -3.179 -3.142
C 2.252 2.828 1.227
C -1.577 -3.982 -1.012
C 2.298 2.985 -0.348
B 0.664 1.648 3.754
H 0.779 2.831 -2.122
H 0.164 2.756 -0.285
H -1.861 -5.017 -1.217
H 1.888 3.041 4.305
H -1.526 -3.839 0.068
H -3.555 -3.160 -1.196
H 1.364 3.444 1.449
H -1.669 -2.984 -3.603
H -1.708 0.016 0.025
H -2.958 -4.189 -3.410
H -1.059 2.264 3.255
H 3.198 3.260 1.597
H 3.229 2.693 -0.874
H -3.347 -2.466 -3.574
H 1.812 -0.597 -1.105
H -0.570 -3.812 -1.403
H -1.297 -1.524 -1.702